53
Properties=species:S:1:pos:R:3 method="wB97M-V/def2-TZVPD" e_homo_ha=-0.385 charge=+1 multiplicity=1 largest_force_ev_per_a=0.13 gap_ha=0.278 e_above_lowest_ev=0.000 e_tot_ha=-2651.07726 e_lumo_ev=-2.92
Pd -0.29 0.82 -0.68
N -1.88 -0.83 6.35
C -1.16 -0.57 5.22
C 0.22 -0.86 5.18
C 0.94 -0.63 4.03
C 0.31 -0.11 2.91
C -1.05 0.18 2.93
C -1.78 -0.05 4.08
S 1.23 0.16 1.47
O 2.62 0.01 1.73
O 0.82 1.50 0.92
N 0.65 -0.73 0.24
C 0.40 -2.08 0.42
N -0.33 -2.69 -0.51
C -0.54 -3.99 -0.32
C -0.04 -4.69 0.76
C 0.72 -3.95 1.66
N 0.95 -2.65 1.49
H -1.40 -1.00 7.21
H -2.80 -0.43 6.44
H 0.71 -1.26 6.06
H 2.00 -0.86 3.99
H -1.54 0.59 2.06
H -2.84 0.17 4.10
H -1.14 -4.49 -1.08
H -0.22 -5.74 0.90
H 1.16 -4.40 2.53
S -2.54 4.54 -1.98
C -2.23 2.93 -1.54
N -0.99 2.63 -1.31
C -0.16 3.74 -1.47
C 1.23 3.78 -1.30
C 1.87 4.98 -1.51
C 1.17 6.13 -1.89
C -0.20 6.10 -2.06
C -0.85 4.89 -1.85
H -3.02 2.20 -1.47
H 1.77 2.90 -0.98
H 2.95 5.03 -1.38
H 1.71 7.05 -2.05
H -0.74 6.99 -2.35
S -1.43 -0.15 -2.41
C -0.36 -1.23 -3.19
N -0.90 -2.02 -4.14
C -0.20 -2.91 -4.89
C 1.13 -3.06 -4.69
C 1.75 -2.26 -3.71
C 1.02 -1.37 -2.97
H -1.90 -1.93 -4.30
H -0.78 -3.47 -5.61
H 1.69 -3.77 -5.28
H 2.81 -2.36 -3.53
H 1.49 -0.76 -2.21



11
Properties=species:S:1:pos:R:3 method="wB97M-V/def2-TZVPD" e_homo_ha=-0.113 charge=-1 multiplicity=1 largest_force_ev_per_a=4.86 gap_ha=0.238 e_above_lowest_ev=3.574 e_tot_ha=-778.05566 e_lumo_ev=3.40
C 1.00 -0.69 -0.69
C 2.15 -0.26 -0.43
C -0.39 1.29 0.62
C -1.22 0.40 1.09
O 3.30 -0.10 0.04
O 0.35 2.19 0.46
O -1.37 -0.94 0.74
S -0.01 -0.48 -2.09
H -2.08 0.67 1.67
H -0.63 -1.18 0.14
H -1.10 -0.89 -1.55



68
Properties=species:S:1:pos:R:3 method="wB97M-V/def2-TZVPD" e_homo_ha="-0.260 / -0.272" multiplicity=4 largest_force_ev_per_a=0.66 gap_ha="0.241 / 0.268" e_tot_ha=-5148.50049 e_lumo_ev="-0.53 / -0.13" s2=3.873
Cr 0.01 -0.11 -0.69
C -0.54 -2.15 6.48
C -0.62 -0.81 6.13
C -0.32 -0.41 4.84
C 0.04 -1.35 3.88
C 0.10 -2.69 4.23
C -0.18 -3.09 5.53
P 0.46 -0.89 2.17
C -0.35 0.71 1.92
C 0.36 1.78 1.53
C -0.24 2.83 0.65
C -1.74 2.90 0.61
C -2.54 1.97 1.49
C -1.81 0.62 1.58
C 2.23 -0.55 2.15
C 2.95 -0.55 3.32
C 4.35 -0.40 3.32
C 4.99 -0.24 2.13
C 4.28 -0.22 0.90
C 5.00 -0.04 -0.30
C 4.33 0.00 -1.48
C 2.92 -0.15 -1.50
C 2.15 -0.34 -0.37
C 2.87 -0.38 0.88
H -0.77 -2.46 7.49
H -0.90 -0.07 6.87
H -0.36 0.64 4.58
H 0.37 -3.43 3.49
H -0.13 -4.14 5.79
H 1.43 1.82 1.66
H 0.21 3.81 0.81
H -2.15 3.90 0.54
H -3.28 2.35 2.19
H -2.35 -0.14 2.15
H 2.44 -0.69 4.27
H 4.90 -0.41 4.25
H 6.07 -0.13 2.09
H 6.08 0.08 -0.26
H 4.85 0.14 -2.42
H 2.45 -0.10 -2.47
Cl -1.71 -2.08 -0.47
C -2.57 -0.56 -0.68
C -1.92 0.50 0.04
C -2.60 1.84 -0.03
Cl 0.43 2.37 -1.03
C -3.71 2.01 -0.98
Cl -4.48 3.55 -1.02
C -4.14 0.97 -1.70
Cl -5.48 1.13 -2.77
C -3.52 -0.38 -1.61
Cl -3.92 -1.58 -2.77
C -2.16 1.18 -5.88
C -2.18 1.77 -4.60
C -1.48 1.21 -3.57
C -0.73 0.02 -3.74
C -0.04 -0.62 -2.67
C 0.58 -1.82 -2.92
C 0.59 -2.42 -4.20
C -0.05 -1.80 -5.24
C -0.73 -0.58 -5.03
C -1.45 0.04 -6.09
H -2.72 1.63 -6.69
H -2.76 2.67 -4.43
H -1.52 1.67 -2.60
H 1.10 -2.34 -2.12
H 1.10 -3.36 -4.35
H -0.05 -2.24 -6.23
H -1.44 -0.44 -7.06